{"formula": "C81H85ClGe2NNiO2PS4", "method": "ωB97M-V/def2-TZVPD", "symbols": ["Ni", "Cl", "C", "C", "C", "C", "C", "C", "P", "C", "C", "C", "C", "C", "C", "C", "C", "C", "C", "C", "C", "H", "H", "H", "H", "H", "H", "H", "H", "H", "H", "H", "H", "H", "H", "C", "C", "C", "C", "C", "C", "C", "C", "C", "C", "C", "C", "C", "C", "C", "Ge", "S", "S", "Ge", "S", "S", "C", "C", "C", "C", "C", "C", "C", "C", "C", "C", "C", "C", "C", "C", "C", "C", "C", "C", "C", "C", "C", "C", "C", "C", "C", "C", "C", "C", "C", "C", "C", "C", "C", "H", "H", "H", "H", "H", "H", "H", "H", "H", "H", "H", "H", "H", "H", "H", "H", "H", "H", "H", "H", "H", "H", "H", "H", "H", "H", "H", "H", "H", "H", "H", "H", "H", "H", "H", "H", "H", "H", "H", "H", "H", "H", "H", "H", "H", "H", "H", "H", "H", "H", "C", "C", "C", "C", "C", "C", "C", "C", "C", "C", "H", "H", "H", "H", "H", "H", "H", "H", "H", "H", "H", "H", "O", "C", "O", "C", "N", "C", "C", "C", "H", "H", "H", "H", "H", "H", "H", "H", "H"], "positions_angstrom": [[0.942, 0.303, -2.455], [2.415, -0.058, -0.744], [4.033, -0.250, -1.198], [5.005, -0.592, -0.272], [6.320, -0.725, -0.685], [6.656, -0.530, -2.016], [5.680, -0.206, -2.942], [4.356, -0.048, -2.546], [2.950, 0.346, -3.633], [2.842, 2.144, -3.549], [1.598, 2.651, -4.229], [1.400, 4.111, -4.001], [2.216, 4.858, -3.223], [3.357, 4.301, -2.608], [3.638, 2.950, -2.776], [3.731, 0.004, -5.247], [4.265, 0.989, -6.071], [4.811, 0.643, -7.293], [4.829, -0.682, -7.698], [4.280, -1.664, -6.886], [3.723, -1.323, -5.670], [4.722, -0.746, 0.757], [7.086, -0.974, 0.036], [7.688, -0.619, -2.330], [5.946, -0.063, -3.980], [1.724, 2.487, -5.313], [0.548, 4.558, -4.492], [2.005, 5.912, -3.079], [4.001, 4.913, -1.993], [4.509, 2.521, -2.293], [4.264, 2.018, -5.735], [5.240, 1.407, -7.928], [5.268, -0.950, -8.650], [4.288, -2.696, -7.207], [3.262, -2.065, -5.031], [4.175, 0.669, 6.882], [3.078, 1.288, 6.062], [3.331, 1.849, 4.821], [2.319, 2.422, 4.065], [2.606, 3.070, 2.746], [1.014, 2.408, 4.560], [0.746, 1.875, 5.820], [-0.652, 1.894, 6.359], [1.780, 1.312, 6.551], [-0.042, 3.166, 3.845], [-0.168, 4.483, 4.288], [-1.094, 5.333, 3.724], [-1.888, 4.864, 2.696], [-1.757, 3.564, 2.220], [-0.849, 2.685, 2.815], [-0.526, 0.885, 1.894], [-0.149, 1.407, -0.150], [-2.192, -0.768, 2.089], [-0.337, -2.147, 2.253], [0.593, -2.474, 0.375], [0.824, -0.439, 3.271], [-0.773, -3.885, 3.246], [-0.408, -5.086, 2.638], [-0.522, -6.288, 3.332], [-1.011, -6.331, 4.621], [-1.430, -5.152, 5.204], [-1.315, -3.941, 4.525], [-1.873, -2.772, 5.238], [-1.134, -2.130, 6.227], [0.316, -2.444, 6.447], [-1.742, -1.138, 6.985], [-3.047, -0.741, 6.741], [-3.664, 0.411, 7.482], [-3.766, -1.394, 5.751], [-3.210, -2.429, 5.019], [-4.028, -3.156, 3.996], [0.066, -5.249, 1.244], [-0.862, -5.343, 0.206], [-2.316, -5.056, 0.459], [-0.415, -5.662, -1.065], [0.929, -5.883, -1.329], [1.370, -6.208, -2.722], [1.839, -5.758, -0.292], [1.424, -5.451, 0.994], [2.419, -5.238, 2.097], [-2.627, 3.246, 1.063], [-3.820, 2.548, 1.255], [-4.191, 2.009, 2.603], [-4.693, 2.382, 0.189], [-4.418, 2.917, -1.058], [-5.371, 2.736, -2.206], [-3.245, 3.639, -1.223], [-2.347, 3.821, -0.183], [-1.093, 4.599, -0.431], [5.151, 0.849, 6.436], [4.026, -0.408, 6.951], [4.177, 1.071, 7.896], [4.340, 1.849, 4.428], [3.677, 3.162, 2.577], [2.152, 4.061, 2.700], [2.178, 2.479, 1.934], [-1.212, 2.744, 5.972], [-0.649, 1.936, 7.448], [-1.166, 0.987, 6.046], [1.575, 0.890, 7.528], [0.480, 4.825, 5.087], [-1.183, 6.358, 4.065], [-2.618, 5.512, 2.230], [-0.210, -7.199, 2.838], [-1.089, -7.273, 5.152], [-1.847, -5.150, 6.205], [0.571, -3.441, 6.094], [0.575, -2.361, 7.503], [0.919, -1.727, 5.885], [-1.171, -0.665, 7.774], [-3.054, 0.696, 8.337], [-4.670, 0.168, 7.825], [-3.738, 1.271, 6.814], [-4.787, -1.097, 5.545], [-5.082, -2.905, 4.097], [-3.905, -4.234, 4.092], [-3.699, -2.871, 2.996], [-2.749, -5.789, 1.142], [-2.877, -5.067, -0.474], [-2.426, -4.073, 0.919], [-1.120, -5.722, -1.882], [0.627, -6.826, -3.224], [2.331, -6.723, -2.719], [1.453, -5.280, -3.288], [2.894, -5.893, -0.499], [3.428, -5.490, 1.771], [2.168, -5.833, 2.977], [2.402, -4.187, 2.394], [-3.880, 2.686, 3.399], [-3.697, 1.050, 2.761], [-5.267, 1.849, 2.667], [-5.615, 1.837, 0.345], [-6.394, 2.632, -1.847], [-5.116, 1.836, -2.768], [-5.318, 3.584, -2.887], [-3.026, 4.089, -2.183], [-1.166, 5.176, -1.351], [-0.266, 3.894, -0.532], [-0.861, 5.268, 0.396], [0.075, 0.360, -5.853], [-0.543, 1.498, -5.033], [-1.916, 1.003, -4.557], [0.346, 1.814, -3.802], [-0.760, 2.740, -5.882], [-1.596, 3.761, -5.426], [-1.859, 4.879, -6.195], [-1.274, 5.025, -7.443], [-0.413, 4.045, -7.899], [-0.167, 2.919, -7.132], [0.256, -0.477, -5.187], [1.037, 0.622, -6.283], [-0.597, 0.047, -6.652], [-1.796, 0.010, -4.142], [-2.611, 0.945, -5.396], [-2.336, 1.651, -3.792], [-0.227, 2.417, -3.070], [-2.042, 3.682, -4.445], [-2.527, 5.646, -5.822], [-1.481, 5.895, -8.051], [0.060, 4.153, -8.868], [0.500, 2.170, -7.530], [-0.004, -3.636, -4.060], [-0.013, -2.611, -3.387], [0.801, -1.667, -3.403], [-1.220, -2.421, -2.379], [-1.106, -1.137, -1.686], [-2.446, -0.588, -1.433], [-3.422, -1.372, -2.323], [-2.577, -2.407, -3.075], [-1.148, -3.228, -1.645], [-0.445, -0.454, -2.235], [-0.551, -1.342, -0.801], [-2.444, 0.481, -1.642], [-2.693, -0.714, -0.376], [-3.930, -0.708, -3.022], [-4.185, -1.860, -1.716], [-2.455, -2.137, -4.124], [-3.023, -3.399, -3.058]], "forces_ev_per_angstrom": [[0.842, 1.282, -1.057], [0.000, -0.027, 1.695], [0.958, -0.146, -0.982], [-0.145, 0.026, 0.097], [-0.010, 0.072, -0.047], [0.191, -0.040, 0.042], [-0.126, 0.090, 0.069], [0.081, -0.018, 0.189], [0.767, 0.116, -0.416], [0.192, 0.037, 0.027], [0.055, -0.131, 0.299], [0.071, 0.001, -0.193], [-0.135, 0.301, -0.097], [0.107, 0.276, 0.214], [0.132, -0.582, -0.256], [-0.238, 0.194, 0.023], [-0.028, -0.054, 0.158], [0.145, 0.045, -0.229], [0.043, -0.018, -0.100], [0.108, -0.122, -0.107], [-0.048, 0.127, 0.107], [-0.055, -0.040, 0.157], [0.044, -0.048, 0.078], [0.052, -0.056, -0.029], [0.011, 0.026, -0.058], [0.018, 0.013, -0.021], [-0.027, 0.107, 0.052], [-0.061, -0.004, 0.034], [0.036, 0.071, 0.057], [0.011, -0.011, 0.112], [-0.010, 0.086, 0.010], [0.011, 0.058, -0.058], [0.008, -0.017, -0.072], [-0.032, -0.097, -0.031], [-0.084, -0.127, 0.006], [-0.069, -0.020, -0.049], [0.014, 0.006, 0.007], [0.027, -0.045, 0.070], [-0.127, 0.046, 0.035], [0.007, -0.077, -0.035], [0.304, -0.019, 0.155], [-0.005, 0.062, -0.015], [0.016, 0.031, -0.051], [-0.009, 0.038, -0.080], [-0.079, 0.196, 0.152], [-0.032, 0.100, 0.000], [0.007, 0.134, 0.052], [-0.067, 0.067, 0.099], [-0.058, 0.307, 0.095], [0.265, -0.939, -0.393], [-0.223, -0.377, 0.376], [0.184, -0.020, 0.375], [0.583, 0.114, 0.118], [-0.346, 0.407, -0.082], [0.106, -0.017, 0.394], [-0.356, -0.075, -0.329], [0.408, 0.907, -0.387], [-0.003, -0.288, 0.013], [-0.042, -0.146, 0.106], [-0.051, -0.076, 0.037], [0.008, -0.004, 0.082], [-0.118, -0.224, 0.237], [-0.085, 0.218, 0.223], [-0.011, 0.053, -0.067], [0.060, -0.033, -0.022], [-0.210, -0.107, 0.041], [0.032, 0.007, 0.058], [0.044, -0.052, -0.065], [0.057, -0.096, 0.056], [0.027, 0.104, 0.021], [0.029, 0.013, -0.036], [0.244, -0.358, -0.428], [0.065, -0.179, 0.083], [0.144, -0.029, 0.007], [0.010, -0.039, 0.129], [-0.030, -0.035, 0.021], [0.069, 0.149, -0.031], [-0.122, -0.057, 0.007], [-0.078, -0.138, 0.092], [-0.065, -0.045, -0.014], [-0.358, 0.024, -0.194], [0.064, 0.085, 0.024], [0.011, -0.073, 0.033], [0.031, -0.001, -0.168], [-0.072, -0.025, -0.008], [0.101, -0.045, 0.044], [-0.037, -0.005, 0.066], [-0.068, 0.028, -0.047], [0.062, 0.035, -0.021], [0.086, 0.007, -0.019], [0.056, -0.113, 0.045], [0.038, -0.004, 0.055], [0.129, 0.002, -0.029], [0.073, -0.022, -0.032], [0.029, 0.010, -0.085], [-0.018, 0.019, -0.177], [-0.038, 0.001, 0.084], [-0.035, -0.060, 0.079], [-0.074, 0.038, -0.053], [-0.058, -0.040, 0.113], [0.011, -0.006, -0.007], [-0.031, 0.013, 0.033], [-0.043, 0.065, -0.062], [-0.001, -0.040, -0.082], [0.012, 0.019, 0.003], [-0.037, 0.019, 0.016], [0.049, -0.002, 0.045], [0.046, 0.012, 0.047], [0.086, 0.029, -0.007], [0.040, 0.113, 0.046], [-0.011, 0.059, 0.079], [-0.035, 0.019, 0.047], [-0.020, 0.113, 0.039], [-0.123, 0.041, 0.002], [-0.057, 0.012, -0.023], [-0.038, -0.066, -0.033], [-0.030, -0.036, -0.110], [-0.080, 0.001, 0.049], [-0.062, -0.009, -0.060], [-0.091, 0.093, -0.005], [-0.112, 0.004, -0.112], [0.025, -0.047, -0.079], [0.045, -0.042, -0.043], [0.020, -0.036, -0.155], [0.105, -0.001, 0.030], [0.045, -0.001, -0.006], [0.080, -0.007, 0.051], [0.056, 0.066, 0.024], [-0.025, -0.010, 0.069], [-0.052, -0.003, 0.213], [-0.054, -0.001, 0.030], [-0.100, -0.040, 0.020], [-0.081, -0.014, -0.031], [-0.027, -0.057, -0.102], [-0.038, 0.011, -0.078], [0.029, 0.034, -0.132], [-0.026, 0.068, -0.074], [0.081, 0.049, 0.030], [0.052, 0.077, -0.016], [-0.077, 0.121, 0.272], [0.061, -0.093, 0.293], [0.252, 0.056, -0.116], [-0.404, -0.075, 0.461], [-0.193, 0.010, -0.259], [-0.074, -0.003, -0.088], [-0.113, 0.088, 0.096], [0.041, 0.124, -0.113], [-0.046, 0.175, -0.131], [0.026, -0.125, 0.090], [-0.026, -0.154, 0.023], [0.199, 0.069, -0.137], [-0.047, -0.033, -0.239], [-0.016, -0.193, 0.137], [-0.123, -0.051, -0.047], [-0.088, 0.077, 0.153], [-0.023, 0.155, -0.366], [-0.027, -0.053, 0.104], [-0.003, 0.008, 0.041], [-0.024, 0.098, -0.035], [0.033, -0.024, -0.008], [0.021, -0.125, 0.020], [-0.156, -0.680, -0.354], [-1.111, 0.264, 1.024], [0.679, 0.143, -0.172], [0.617, -0.674, -1.054], [0.396, -0.015, 0.167], [-0.639, 0.311, 0.220], [0.038, -0.042, -0.072], [-0.012, -0.072, -0.148], [-0.002, 0.212, 0.060], [-1.893, -1.025, 0.357], [-0.334, 0.245, -0.084], [0.081, -0.038, 0.044], [0.179, 0.077, -0.207], [-0.081, 0.039, -0.021], [-0.019, 0.028, 0.067], [0.000, 0.032, -0.043], [-0.032, -0.076, -0.028]], "lowdin_charge": [-0.074, 0.786, -0.605, -0.088, -0.100, -0.104, -0.079, -0.346, 1.078, -0.303, -0.320, -0.029, -0.114, -0.095, -0.104, -0.355, -0.092, -0.104, -0.113, -0.091, -0.082, 0.108, 0.094, 0.091, 0.100, 0.126, 0.093, 0.091, 0.084, 0.099, 0.104, 0.093, 0.089, 0.097, 0.111, -0.060, -0.280, -0.019, -0.245, -0.017, -0.208, -0.229, -0.024, -0.026, -0.230, -0.053, -0.075, -0.051, -0.228, -0.169, 0.122, 0.282, 0.229, 0.040, 0.320, 0.232, -0.170, -0.222, -0.042, -0.075, -0.048, -0.236, -0.149, -0.206, -0.032, -0.039, -0.282, -0.059, -0.012, -0.230, -0.042, -0.247, -0.262, -0.026, -0.032, -0.265, -0.054, -0.022, -0.280, -0.037, -0.172, -0.212, -0.053, -0.015, -0.280, -0.053, -0.017, -0.245, -0.057, 0.067, 0.076, 0.071, 0.110, 0.076, 0.084, 0.066, 0.078, 0.081, 0.069, 0.114, 0.123, 0.096, 0.121, 0.121, 0.096, 0.120, 0.075, 0.077, 0.046, 0.110, 0.069, 0.072, 0.078, 0.115, 0.075, 0.081, 0.034, 0.082, 0.073, 0.063, 0.117, 0.076, 0.068, 0.063, 0.111, 0.072, 0.072, 0.076, 0.079, -0.014, 0.074, 0.111, 0.069, 0.069, 0.072, 0.102, 0.074, 0.015, 0.069, -0.045, -0.500, -0.037, -0.171, -0.183, -0.054, -0.098, -0.122, -0.098, -0.038, 0.062, 0.062, 0.090, 0.059, 0.095, 0.067, 0.075, 0.100, 0.095, 0.086, 0.093, 0.100, 0.003, -0.631, -0.100, -0.211, -0.039, -0.184, -0.146, -0.123, 0.101, 0.048, -0.050, 0.083, 0.030, 0.089, 0.102, 0.108, 0.106], "homo_ev": [-1.63, -2.12], "s_squared": 2.05, "e_above_lowest_kcal_mol": 0.0, "orbital_gap_ev": [5.460, 5.949], "spin_multiplicity": 3, "total_charge": -2, "e_tot_ha": -11399.497720, "mol_weight_g_mol": 1503.184}